# 1
{
  "formula": "C26H62Cl2FN4O11",
  "method": "wB97M-V/def2-TZVPD",
  "species": ["Cl", "Cl", "F", "O", "O", "O", "O", "O", "O", "O", "O", "O", "O", "O", "N", "N", "N", "N", "C", "C", "C", "C", "C", "C", "C", "C", "C", "C", "C", "C", "C", "C", "C", "C", "C", "C", "C", "C", "C", "C", "C", "C", "C", "C", "H", "H", "H", "H", "H", "H", "H", "H", "H", "H", "H", "H", "H", "H", "H", "H", "H", "H", "H", "H", "H", "H", "H", "H", "H", "H", "H", "H", "H", "H", "H", "H", "H", "H", "H", "H", "H", "H", "H", "H", "H", "H", "H", "H", "H", "H", "H", "H", "H", "H", "H", "H", "H", "H", "H", "H", "H", "H", "H", "H", "H", "H"],
  "xyz": [[-2.420538, 1.684163, -0.602027], [-3.191942, 5.906003, -0.445299], [-6.885495, 1.689064, -2.508575], [2.588641, 1.079346, 3.901513], [3.075056, -0.560477, 6.288943], [0.386895, -4.056325, 0.577503], [-4.912579, -2.820381, -7.089758], [7.011928, -3.322000, 1.846408], [-0.671508, -1.677021, -0.771568], [4.316822, -4.302471, 1.178719], [-3.590898, -3.216389, -4.494168], [2.025903, 3.923010, 0.159954], [-5.382859, 0.116681, -2.101517], [4.712113, 4.935063, 0.794011], [-6.558819, 2.854187, -0.123178], [-7.832080, 2.947757, 0.427475], [-4.734500, 3.900806, -1.228323], [-6.546175, 5.152932, -0.208309], [2.300069, 2.767507, 0.936694], [-6.013769, 1.505838, -0.304737], [-4.656995, -4.083811, -6.497907], [-5.935070, 3.926030, -0.519057], [1.428137, 0.317738, 3.638664], [-3.750353, -2.179268, -7.581954], [-3.488149, 4.135056, -0.481577], [-2.331901, 3.393247, -1.156905], [-3.978900, -1.905588, -4.124972], [-0.494778, -1.803504, 0.628507], [3.616408, 5.744394, 0.412282], [2.300402, 5.137495, 0.842915], [-4.662306, -4.005272, -4.988853], [-6.045672, 1.000104, -1.726236], [-0.931817, 3.943242, -0.925675], [2.653454, 1.576621, 5.232892], [7.567508, -4.213658, 0.896365], [1.037381, -4.435323, -0.627204], [0.654455, -2.724650, 0.968677], [4.606332, -3.039564, 1.751414], [3.576076, 0.751019, 6.098595], [-1.734847, -2.463204, -1.282392], [3.709359, -1.530300, 5.478117], [4.493084, -5.383507, 2.078239], [5.963396, -2.521352, 1.333305], [5.251786, 4.162507, -0.263520], [3.034586, 2.601220, 5.182734], [-3.701855, -4.486473, -6.847746], [-4.576824, -1.929564, -3.215229], [-1.668185, -3.497518, -0.938002], [-8.095868, 2.057621, 0.828346], [2.303262, 4.974403, 1.925006], [-6.552124, 0.805726, 0.332999], [6.093020, -1.510307, 1.733838], [4.474312, 3.607987, -0.795036], [-2.956242, -2.152417, -6.831309], [5.466313, -5.339086, 2.572138], [3.733194, -1.220751, 4.430136], [-4.028003, -1.159593, -7.843717], [-3.066333, -1.339420, -3.936767], [3.702137, -5.390853, 2.836080], [1.568301, -0.165631, 2.671766], [3.733854, 6.714989, 0.904223], [3.839572, -2.336104, 1.406633], [1.493010, 5.840391, 0.606781], [1.267412, -0.450290, 4.399197], [6.793391, -4.792710, 0.387101], [-5.931979, 5.707230, 0.389565], [-4.649619, 3.146852, -1.901895], [-5.449907, -4.766154, -6.818390], [6.019962, -2.462866, 0.241701], [1.574954, -2.360979, 0.499704], [2.114989, -4.537065, -0.462159], [3.654287, 1.222682, 7.082657], [-7.881416, 3.684807, 1.119786], [-1.414078, -2.165381, 1.101583], [4.732359, -1.718510, 5.820460], [-0.805849, 4.387767, 0.059894], [3.291914, 2.808625, 1.388785], [0.540201, 0.960951, 3.585649], [5.790446, 4.797979, -0.973918], [-5.621010, -3.606128, -4.642226], [2.250615, 1.907129, 0.269384], [3.136110, -2.452111, 5.564252], [-2.705453, -2.046643, -0.982098], [0.857306, -3.710441, -1.425262], [4.549381, -3.093925, 2.842104], [0.802584, -2.718263, 2.054799], [-4.544452, -1.417188, -4.923332], [-1.670880, -2.447956, -2.368032], [5.953384, 3.456714, 0.176470], [8.158893, -3.670019, 0.152067], [-4.546850, -5.013171, -4.579038], [0.633021, -5.399777, -0.928264], [-0.686015, 4.672688, -1.697962], [-2.525300, 3.356651, -2.231528], [-4.967284, 1.492410, 0.007358], [4.430206, -6.302382, 1.498481], [-6.651082, 5.679892, -1.073250], [3.615802, 5.911603, -0.669482], [8.223465, -4.894375, 1.435247], [4.576403, 0.722244, 5.656227], [-0.278363, -0.804478, 1.026714], [-0.203198, 3.137830, -1.008980], [-3.378185, -2.682530, -8.480135], [-3.583270, 3.827429, 0.559574], [1.553652, 2.643957, 1.729099], [1.654074, 1.607540, 5.677731]],
  "atomic_forces_ev_per_a": [[-0.171, -0.136, 0.026], [0.003, -0.004, 0.054], [-0.046, 0.074, -0.051], [-0.051, -0.025, 0.028], [-0.036, 0.011, -0.062], [-0.048, 0.045, -0.078], [0.058, 0.042, 0.070], [-0.045, -0.053, -0.014], [-0.112, 0.039, -0.043], [0.034, 0.003, 0.006], [0.030, 0.110, -0.024], [0.020, 0.002, 0.026], [0.244, -0.528, -0.413], [-0.050, -0.065, -0.016], [0.208, 0.147, 0.075], [-0.245, -0.246, 0.012], [-0.567, -1.062, 0.435], [0.278, -0.333, 0.145], [-0.023, -0.044, -0.035], [0.142, 0.200, 0.088], [-0.123, 0.029, -0.098], [0.292, 0.587, -0.153], [0.053, -0.005, -0.008], [-0.032, -0.010, -0.017], [-0.061, 0.634, -0.342], [0.144, 0.033, -0.224], [0.133, -0.177, -0.196], [0.049, 0.166, -0.045], [0.135, 0.043, 0.099], [-0.118, 0.000, -0.109], [0.093, -0.076, 0.088], [-0.180, 0.279, 0.289], [0.086, -0.160, 0.019], [0.068, 0.123, -0.132], [0.008, 0.013, 0.015], [0.108, -0.023, 0.035], [0.005, -0.176, 0.130], [-0.142, 0.001, -0.133], [-0.042, -0.061, 0.135], [0.035, -0.010, 0.026], [0.007, -0.041, 0.022], [-0.027, -0.019, -0.026], [0.126, 0.050, 0.101], [0.015, 0.022, 0.015], [-0.005, -0.009, -0.001], [0.021, -0.005, 0.007], [-0.101, 0.031, 0.087], [-0.021, 0.005, -0.003], [0.054, 0.006, -0.014], [0.012, -0.007, 0.018], [-0.055, 0.067, -0.042], [-0.020, 0.000, -0.018], [-0.002, 0.000, -0.011], [0.012, -0.006, -0.004], [0.001, 0.002, 0.006], [0.020, -0.008, -0.030], [-0.026, -0.009, -0.021], [-0.033, -0.001, 0.027], [0.023, 0.006, 0.022], [0.010, 0.023, -0.017], [-0.016, 0.005, -0.018], [0.018, 0.016, 0.029], [0.017, 0.008, 0.015], [-0.020, -0.003, 0.003], [-0.002, -0.001, -0.011], [-0.079, 0.027, 0.004], [0.085, -0.047, 0.128], [0.017, -0.011, 0.003], [-0.010, -0.010, -0.021], [-0.001, 0.010, -0.018], [-0.004, 0.035, -0.023], [0.011, 0.014, -0.016], [0.024, 0.168, -0.189], [-0.005, -0.029, 0.006], [0.013, 0.007, -0.039], [-0.046, -0.002, -0.009], [-0.010, 0.000, 0.032], [-0.018, -0.024, 0.027], [-0.022, -0.010, -0.026], [-0.019, 0.008, -0.002], [-0.023, 0.011, -0.011], [0.004, -0.003, 0.029], [-0.003, -0.033, 0.009], [0.001, 0.000, 0.005], [0.011, 0.007, 0.062], [0.017, 0.012, -0.016], [-0.025, 0.021, 0.036], [0.031, 0.013, 0.001], [0.016, 0.022, 0.019], [-0.021, -0.011, -0.026], [-0.006, 0.010, -0.010], [-0.023, -0.010, 0.054], [-0.083, 0.117, 0.182], [-0.018, 0.009, 0.054], [-0.030, 0.046, -0.021], [-0.027, 0.007, -0.015], [0.051, 0.075, 0.043], [-0.013, -0.010, -0.019], [0.017, 0.024, 0.017], [0.013, 0.004, -0.015], [-0.012, -0.018, 0.001], [-0.080, 0.054, -0.038], [0.035, -0.007, 0.015], [0.063, 0.014, -0.016], [0.047, 0.009, 0.046], [-0.019, -0.019, 0.008]],
  "homo_ev": -10.503,
  "gap_ev": 6.457,
  "total_energy_ev": -84199.3977,
  "mol_weight_da": 696.70,
  "multiplicity": 1,
  "total_charge": 1
}

=====

# 2
{
  "formula": "C15H9F3N3O11S3",
  "method": "wB97M-V/def2-TZVPD",
  "species": ["S", "S", "S", "F", "F", "F", "O", "O", "O", "O", "O", "O", "O", "O", "O", "O", "O", "N", "N", "N", "C", "C", "C", "C", "C", "C", "C", "C", "C", "C", "C", "C", "C", "C", "C", "H", "H", "H", "H", "H", "H", "H", "H", "H"],
  "xyz": [[1.213999, -2.591840, 1.303716], [2.120225, 0.058982, 2.450831], [0.047289, 3.066559, -2.355499], [-1.915252, 4.864171, -2.606385], [0.031711, 5.487437, -3.414397], [-1.199697, 4.039022, -4.519856], [-0.222603, -2.742324, 1.189478], [2.127490, -3.472076, 0.603009], [1.066786, 0.989204, 2.805978], [2.167755, -0.559059, -0.164976], [-3.351387, -1.766743, -4.679886], [0.268168, 3.574914, -1.019577], [1.128802, 2.661073, -3.227513], [-4.094018, 0.918127, 0.855187], [-4.876769, -0.244635, -0.966700], [3.496810, 0.503840, 2.320513], [-1.666346, -0.672324, -5.543598], [-4.403640, -0.688523, -2.165538], [-2.454887, -0.905711, -4.597962], [-3.847887, 0.421282, -0.225614], [2.424606, -2.432211, 5.698958], [1.736983, 0.743709, -0.752712], [-1.368553, 0.934382, -3.400329], [1.636467, -3.722590, 3.811967], [-1.619160, 1.242069, -0.981022], [1.983523, -3.644408, 5.158199], [-1.104204, 1.663520, -2.234658], [2.508524, -1.292590, 4.898637], [-2.724881, 0.392865, -1.050140], [-2.283007, -0.130486, -3.401813], [1.678112, -2.567650, 3.034499], [-3.112035, -0.270016, -2.226442], [-0.825921, 4.458335, -3.291279], [1.663089, -0.893374, 1.002483], [2.098059, -1.360808, 3.567578], [-0.836525, 1.173965, -4.314879], [2.155987, 1.567300, -0.164451], [2.726419, -2.377342, 6.742674], [-1.305397, 1.644969, -0.024667], [2.117215, 0.717178, -1.772145], [1.928886, -4.542046, 5.770133], [1.344731, -4.658560, 3.342039], [0.643607, 0.763977, -0.732031], [2.896926, -0.351565, 5.278192]],
  "atomic_forces_ev_per_a": [[1.161, 3.481, -0.176], [-0.431, -2.749, -2.118], [0.796, -1.061, 0.865], [0.767, -0.278, -0.598], [-0.672, -0.862, 0.106], [0.222, 0.342, 0.895], [0.224, -1.046, 0.055], [-0.707, -0.509, 0.020], [0.660, 0.208, 0.512], [1.121, 1.840, -2.881], [1.379, 1.627, 0.806], [-0.272, -0.208, -1.200], [-0.880, 0.625, 0.429], [0.140, -0.476, -0.953], [1.074, 0.152, 0.964], [-0.321, 0.679, 0.428], [-1.161, -0.205, 1.578], [1.925, 0.679, -0.076], [-0.092, -1.124, -2.318], [0.786, -0.352, -0.825], [0.056, -0.013, -0.179], [0.491, -2.018, 0.957], [-0.966, -1.424, -0.508], [-0.019, 0.312, -0.040], [0.581, 1.623, -0.896], [0.087, 0.087, -0.142], [-0.205, 0.215, 1.492], [-0.203, -0.099, -0.203], [-1.649, 0.020, 0.652], [0.806, 1.208, 0.582], [-0.301, -0.410, 0.055], [-2.379, -0.624, -0.951], [-0.377, 0.092, -0.051], [-1.606, -0.412, 3.190], [-0.032, 0.323, 0.495], [-0.081, -0.140, 0.061], [-0.085, -0.130, -0.177], [-0.049, -0.036, -0.178], [-0.036, 0.351, -0.149], [0.029, 0.189, 0.096], [0.061, 0.201, -0.029], [-0.024, 0.111, 0.181], [0.310, -0.055, 0.158], [-0.129, -0.135, 0.071]],
  "homo_ev": -3.413,
  "gap_ev": 3.015,
  "total_energy_ev": -83340.7264,
  "mol_weight_da": 560.44,
  "multiplicity": 1,
  "total_charge": -1
}